# 1
{
  "formula": "C3H9BO",
  "method": "ωB97M-V/def2-TZVPD",
  "species": ["C", "B", "C", "C", "O", "H", "H", "H", "H", "H", "H", "H", "H", "H"],
  "positions_angstrom": [[0.27401, -1.44028, -0.69790], [0.02893, -0.06870, 0.10784], [-1.07945, 0.91143, -0.44206], [1.19373, 0.36760, 1.08396], [1.69694, 1.52433, 0.53008], [0.76042, -1.05441, -1.63173], [-0.63670, -2.01181, -1.01025], [0.79507, -2.22816, -0.04212], [-0.84816, 1.86141, 0.06772], [-1.96483, 0.42889, -0.28624], [-1.02509, 1.15032, -1.44981], [0.91754, 0.51013, 2.19819], [2.10175, -0.55235, 1.16113], [1.86237, 2.21587, 1.21516]],
  "lowdin_charge": [-0.06, -0.32, -0.02, -0.26, -0.09, 0.09, 0.05, 0.07, 0.07, 0.03, 0.05, 0.12, 0.16, 0.12],
  "e_homo_ev": -9.827,
  "energy_ha": -219.729828,
  "e_above_lowest_kcal_mol": 58.0,
  "smiles": "CB(C)CO"
}

=====

# 2
{
  "formula": "C28H72BF3N10O8P",
  "method": "ωB97M-V/def2-TZVPD",
  "species": ["C", "B", "O", "N", "P", "O", "C", "N", "C", "C", "C", "N", "N", "C", "C", "O", "C", "F", "F", "F", "N", "H", "H", "H", "H", "H", "H", "H", "H", "H", "H", "H", "H", "H", "H", "H", "H", "H", "C", "C", "C", "O", "C", "N", "H", "H", "H", "H", "H", "H", "H", "H", "H", "H", "H", "C", "C", "C", "O", "C", "N", "H", "H", "H", "H", "H", "H", "H", "H", "H", "H", "H", "C", "C", "C", "O", "C", "N", "H", "H", "H", "H", "H", "H", "H", "H", "H", "H", "H", "C", "C", "C", "O", "C", "N", "H", "H", "H", "H", "H", "H", "H", "H", "H", "H", "H", "C", "C", "C", "O", "C", "N", "H", "H", "H", "H", "H", "H", "H", "H", "H", "H", "H"],
  "positions_angstrom": [[2.66273, -6.08782, -0.56244], [3.20490, -4.78435, -1.24311], [4.53958, -4.66399, -1.43928], [2.33077, -3.67526, -1.70911], [2.88032, -2.64452, -3.02477], [3.76527, -3.33133, -3.96221], [1.12967, -3.37141, -1.17017], [0.35132, -2.35173, -1.51784], [-0.71970, -2.38694, -0.72126], [-1.78243, -1.36167, -0.80241], [-1.94571, -0.57978, 0.54554], [-3.29693, -0.59522, 1.11704], [-0.63785, -3.43928, 0.10313], [-1.56794, -3.93077, 1.11095], [-2.33381, -5.14616, 0.54088], [-3.30375, -5.61778, 1.42368], [-3.07053, -4.83365, -0.75621], [-3.88632, -3.77819, -0.60910], [-2.21897, -4.59870, -1.76718], [-3.82556, -5.88889, -1.09855], [0.54382, -4.05210, -0.16201], [1.77173, -6.51428, -1.01099], [3.47324, -6.80087, -0.52300], [2.45380, -5.85452, 0.48740], [4.87530, -3.78329, -1.25020], [1.69007, -2.26008, -3.64782], [3.42087, -1.48046, -2.44875], [-2.72233, -1.77422, -1.14131], [-1.42731, -0.65224, -1.53340], [-1.27156, -1.00930, 1.28096], [-1.61910, 0.44140, 0.39753], [-3.97916, -0.87961, 0.42946], [-3.34419, -1.23124, 1.89705], [-2.26187, -3.15549, 1.39341], [-0.98259, -4.30637, 1.94688], [-1.64414, -5.96156, 0.31138], [-2.90142, -5.62746, 2.29769], [0.81888, -4.86224, 0.37028], [-0.80231, 1.83113, -5.20373], [-0.42259, 1.13120, -3.90391], [0.86092, 1.65480, -3.24788], [2.06373, 1.21447, -3.85206], [2.47306, 1.94196, -5.00130], [-0.33431, -0.31326, -4.13641], [-0.18908, 1.49958, -6.04098], [-1.83782, 1.61061, -5.45980], [-0.70289, 2.91412, -5.11199], [-1.23398, 1.31338, -3.19074], [0.89670, 1.25942, -2.22616], [0.84603, 2.74969, -3.16308], [2.20427, 2.99870, -4.92276], [2.04624, 1.51796, -5.91213], [3.55707, 1.86070, -5.07002], [-0.16577, -0.76576, -3.24193], [0.52304, -0.47472, -4.65874], [0.01783, 8.58365, -2.82674], [-0.86582, 7.53853, -2.15280], [-0.08031, 6.44629, -1.41302], [0.51072, 5.46673, -2.24983], [1.74563, 5.84115, -2.83427], [-1.78719, 6.98262, -3.14771], [0.45501, 8.21415, -3.75400], [-0.57165, 9.46316, -3.08154], [0.82812, 8.90271, -2.16811], [-1.46497, 8.05672, -1.39878], [-0.78220, 5.89696, -0.77990], [0.67610, 6.88192, -0.74682], [2.33437, 6.47299, -2.16352], [1.59759, 6.35292, -3.78745], [2.30808, 4.92613, -3.03250], [-2.45426, 6.37123, -2.68515], [-1.25535, 6.36218, -3.75177], [-5.10017, 5.03723, 1.43905], [-5.25339, 3.56173, 1.79530], [-5.14357, 3.27119, 3.29904], [-3.82639, 3.29991, 3.81540], [-3.32519, 4.58879, 4.12156], [-4.29104, 2.77856, 1.01431], [-4.05944, 5.35931, 1.46934], [-5.46088, 5.21739, 0.42682], [-5.67488, 5.67096, 2.11681], [-6.25811, 3.25699, 1.48854], [-5.49724, 2.25106, 3.47111], [-5.79525, 3.93647, 3.87989], [-4.11289, 5.24856, 4.49477], [-2.84261, 5.04543, 3.25423], [-2.57224, 4.47176, 4.90058], [-4.46018, 1.78841, 1.17067], [-3.37319, 2.93530, 1.42207], [5.44980, 3.23101, 0.41979], [4.15296, 3.37808, -0.37005], [2.90267, 3.54755, 0.50619], [2.44108, 2.35521, 1.12016], [3.11685, 1.99305, 2.31024], [4.02109, 2.24751, -1.29279], [5.56045, 2.23275, 0.84311], [6.30632, 3.39700, -0.23240], [5.50328, 3.95640, 1.23368], [4.24054, 4.28845, -0.97038], [2.08161, 3.87654, -0.13797], [3.04934, 4.33051, 1.26124], [3.41453, 2.87173, 2.88789], [3.99521, 1.37774, 2.09954], [2.42777, 1.40012, 2.91267], [3.21443, 2.40122, -1.89278], [3.76439, 1.43256, -0.74245], [1.44305, -6.16897, 3.90879], [0.33896, -6.35477, 4.94667], [0.51514, -7.59719, 5.82901], [0.18610, -8.81468, 5.19647], [1.20036, -9.37660, 4.38137], [-0.96190, -6.35702, 4.26309], [1.32622, -6.84833, 3.06245], [1.41961, -5.14878, 3.51540], [2.42920, -6.33328, 4.34314], [0.36855, -5.48587, 5.60904], [-0.17726, -7.51117, 6.66971], [1.52568, -7.64215, 6.25301], [2.19635, -9.18843, 4.79111], [1.14402, -8.99965, 3.35639], [1.03589, -10.45211, 4.34934], [-1.70045, -6.37375, 4.96119], [-1.04826, -7.25644, 3.79399]],
  "lowdin_charge": [0.03, -0.58, 0.18, 0.01, 0.76, -0.35, -0.33, 0.21, -0.22, -0.05, -0.22, 0.02, 0.00, 0.00, -0.27, 0.05, -0.57, 0.16, 0.16, 0.18, 0.22, 0.08, 0.08, 0.06, 0.12, 0.02, 0.04, 0.12, 0.10, 0.11, 0.11, 0.07, 0.06, 0.13, 0.13, 0.16, 0.09, 0.15, -0.06, -0.43, -0.21, -0.22, -0.09, 0.05, 0.07, 0.08, 0.08, 0.13, 0.12, 0.11, 0.09, 0.08, 0.09, 0.01, 0.06, -0.07, -0.43, -0.21, -0.21, -0.10, 0.04, 0.07, 0.08, 0.08, 0.14, 0.12, 0.12, 0.09, 0.08, 0.07, 0.07, 0.07, -0.07, -0.43, -0.21, -0.19, -0.11, 0.04, 0.06, 0.08, 0.08, 0.14, 0.12, 0.12, 0.09, 0.07, 0.09, 0.04, 0.06, -0.07, -0.43, -0.20, -0.20, -0.11, 0.06, 0.06, 0.08, 0.08, 0.13, 0.11, 0.12, 0.09, 0.07, 0.08, 0.04, 0.06, -0.08, -0.42, -0.20, -0.18, -0.10, 0.04, 0.06, 0.06, 0.09, 0.14, 0.13, 0.13, 0.09, 0.07, 0.09, 0.08, 0.07],
  "total_charge": 1,
  "e_homo_ev": -10.723,
  "energy_ha": -2925.126798
}